1.
76
Properties=species:S:1:pos:R:3:forces:R:3:lowdin_charge:R:1 method="wB97M-V/def2-TZVPD" e_lumo_ha=-0.0837 relative_energy_ev=0.000 orbital_gap_ev=8.853 total_energy_ev=-75471.704 total_charge=+1 multiplicity=1
Hf 0.53059 0.36211 0.84775 0.2150 -0.2909 -0.1775 1.7354
Cl -1.01174 3.14332 1.72195 0.1482 0.2961 -0.2020 0.4917
S 2.93166 -0.46715 0.07650 0.3625 -0.3750 0.2925 0.3215
O 2.57610 -0.46733 1.55014 0.0046 -0.1363 0.3455 -0.4094
O 4.31370 -0.64964 -0.24975 -0.8058 -0.0183 0.1299 -0.2442
O -0.35584 -0.06331 -1.10345 -0.2814 -0.1963 -0.6283 -0.1714
O 2.35687 0.87961 -0.29600 -0.4014 1.1193 -0.1635 -0.4298
O 1.92069 -1.39073 -0.48664 0.3540 -0.3963 -0.1577 -0.3722
N -1.33196 -0.72689 -4.37416 -0.0915 -0.2423 -0.0485 -0.0467
N -1.93712 0.31047 1.23573 -0.4200 0.2266 -0.3561 0.0111
N 1.55127 1.75845 2.61334 -0.0792 0.2185 -0.0200 -0.0075
N -0.19212 -0.17797 3.25666 -0.0930 -0.2830 0.0587 -0.2119
N 0.08682 -1.97372 1.45753 0.0753 -0.2315 -0.0001 0.0021
N -0.37450 -0.38456 -3.43259 -0.2670 0.0833 0.0415 0.0814
C -0.01059 2.52796 0.27564 -0.3837 0.2116 0.4979 -0.6020
C 0.75171 -2.30107 2.57681 -0.1601 0.1579 0.0057 -0.2738
C -4.09016 1.10303 0.54168 0.1357 0.0433 0.0715 -0.0350
C 3.15354 0.64341 -3.58668 -0.0833 -0.0792 -0.1285 -0.0433
C 1.90649 1.97404 -5.16081 -0.1909 -0.2405 0.3591 -0.0621
C -0.96442 -1.20684 -5.71499 0.3092 -0.0590 0.2612 0.0273
C -3.81700 0.20499 2.72327 0.0042 0.0609 -0.3699 0.0044
C -3.62051 -1.65223 -4.45914 0.0459 -0.1258 0.2123 0.0025
C 3.11122 1.64375 -4.53507 -0.3860 0.1326 -0.4252 -0.0618
C 3.28736 3.27957 3.27602 -0.3179 -0.2018 -0.5530 -0.0175
C 0.75671 -1.24921 3.65114 0.0626 0.6137 -0.2259 -0.1055
C -4.63483 0.79082 1.77450 0.0516 -0.0009 -0.1478 -0.0261
C 1.39642 -3.50972 2.73796 -0.1831 -0.3619 -0.6110 0.0147
C 1.09668 1.78520 3.87347 0.6977 0.0714 0.0159 -0.2876
C 1.30908 -4.42462 1.69641 -0.4173 0.2660 -0.0030 -0.0080
C 0.72865 1.33186 -4.79392 0.5547 -0.1515 0.3575 -0.0237
C -2.48723 -0.03445 2.40874 0.2471 0.1496 -0.0385 -0.2520
C 2.61998 2.50787 2.32004 0.2897 0.0133 0.2183 -0.0858
C -0.05604 -2.89584 0.49765 -0.2826 0.4635 -0.0869 -0.1160
C -0.93413 -0.44928 -2.17794 0.2678 0.0014 0.3432 -0.3354
C 1.70772 2.51984 4.87335 0.2302 0.0860 -0.1530 0.0026
C 2.83029 3.28372 4.57813 -0.3915 -0.0455 -0.1009 -0.0286
C -2.44172 -1.12553 -3.71466 0.0656 0.1135 -0.1677 -0.2483
C 0.50502 -4.13773 0.59107 0.7314 -0.3512 0.3409 -0.0293
C -2.24487 -0.96677 -2.36921 0.2320 0.1256 -0.0195 0.0596
C -2.74965 0.87012 0.31786 0.1641 -0.0832 0.1378 -0.1622
C 0.80240 0.30262 -3.84394 0.2556 0.3791 -0.3073 -0.1921
C -0.09779 0.96147 4.17485 0.0391 -0.0867 -0.0969 -0.1464
C -1.56746 -0.70547 3.38415 -0.1281 0.2450 -0.1110 -0.1168
C 2.00429 -0.07564 -3.28247 0.0770 0.2588 0.1231 0.0023
H 1.75368 -0.80613 3.73077 -0.0457 -0.1153 0.0089 0.1323
H -0.68798 2.69818 -0.55551 -0.0261 -0.1407 -0.2113 -0.0148
H 0.43241 -4.83262 -0.22338 -0.1492 -0.1975 -0.1645 0.1128
H 4.00628 2.16380 -4.83401 0.1672 0.0936 0.0952 0.1081
H 1.96649 -3.73635 3.62196 0.0749 0.0731 0.1901 0.1267
H -2.96506 -1.15016 -1.60554 -0.2223 -0.0684 0.3202 0.1110
H 4.07909 0.41562 -3.08634 0.1431 -0.1667 0.0830 0.1137
H 0.78515 3.26931 0.16530 0.0521 -0.2389 0.1270 0.0017
H -0.97380 1.59254 4.04596 -0.2295 -0.0179 -0.0555 0.1119
H 0.47009 -1.64822 4.62879 0.0385 -0.1793 -0.0023 0.1450
H 2.95541 2.43509 1.28988 0.0441 0.1393 0.1447 0.1108
H -0.21102 1.62293 -5.23187 -0.2145 0.0197 -0.0422 0.1141
H -4.20757 -0.05510 3.68749 -0.0082 -0.1176 0.3405 0.1191
H -5.67347 1.02076 1.97003 0.0057 -0.0847 0.1444 0.1205
H 0.01746 -0.81140 -5.97212 -0.1659 0.0220 0.0156 0.0890
H -0.90253 -2.30221 -5.73071 -0.1162 0.2172 0.0025 0.1072
H -3.91924 -0.97513 -5.25381 -0.0107 0.0857 -0.0963 0.0923
H -4.46318 -1.78301 -3.78346 0.0474 0.0158 0.0086 0.0909
H -1.93061 -0.55980 4.40825 0.0307 -0.0872 -0.0715 0.1387
H -2.30584 1.16369 -0.62708 0.0559 -0.0874 0.2532 0.0966
H 1.30350 2.48194 5.86870 -0.0660 0.0098 0.2501 0.1191
H -3.39480 -2.62199 -4.90514 0.0092 -0.0050 -0.0306 0.0945
H -0.61439 -2.58255 -0.38452 0.1771 -0.0864 0.2039 0.1142
H 3.31424 3.88967 5.33375 -0.0069 -0.1046 0.0137 0.1191
H 2.03114 -0.87332 -2.56098 -0.0359 -0.1176 0.0738 0.0957
H 1.87453 2.75487 -5.90394 0.0158 0.0779 -0.0838 0.1060
H 4.13220 3.88138 2.98610 0.1372 -0.0286 -0.1039 0.1135
H -0.07668 0.60113 5.20759 -0.0112 0.0832 0.0814 0.1401
H -1.69427 -0.84687 -6.44224 0.0778 -0.0720 0.1570 0.1029
H -1.57737 -1.76865 3.17585 0.0312 -0.1733 0.0043 0.1319
H -4.67998 1.57236 -0.22405 -0.1237 0.0799 -0.1803 0.1150
H 1.84054 -5.35831 1.75335 0.0671 -0.2083 0.0115 0.1164


2.
68
Properties=species:S:1:pos:R:3:forces:R:3:lowdin_charge:R:1 method="wB97M-V/def2-TZVPD" e_lumo_ha="-0.4393 / -0.4304" relative_energy_ev=1.291 orbital_gap_ev="5.116 / 5.361" total_energy_ev=-65957.855 total_charge=+3 multiplicity=3
Te 2.78366 -0.71979 0.49401 0.5391 0.0074 0.2575 1.6445
Mo 0.10225 -0.05007 0.46321 -0.1824 -0.7871 -0.6955 1.2412
S 0.28157 -0.89835 -1.90644 0.3588 -0.2322 0.0481 0.7733
S -1.90640 -4.12388 1.28193 -0.1180 -0.2604 0.0482 1.0319
O 1.53260 -1.67340 -1.97002 -0.2399 0.1850 -0.0054 -0.4973
N -0.66176 -1.71367 0.77341 -0.2384 -0.3653 0.5317 -0.1832
C 2.52750 -0.82847 4.83720 0.0049 0.0158 -0.0580 -0.0444
C 3.73519 -5.45511 0.43792 0.0505 -0.0047 -0.0252 -0.0254
C -1.43204 1.75408 0.33504 0.0823 0.3142 0.1951 -0.0629
C -2.37096 -1.35437 -2.38476 0.0518 -0.0593 0.0014 -0.0836
C -1.08832 -1.90022 -2.35962 -0.0829 0.0571 0.0421 -0.4109
C 0.31602 0.33528 -3.17991 -0.0125 0.0479 -0.0214 -0.1565
C 0.97357 1.79620 1.71447 -0.1410 0.5699 0.0366 -0.1160
C 2.19158 -3.71000 1.04417 0.0679 -0.0972 0.1002 -0.1262
C 0.97110 2.28051 0.37713 -0.0122 0.1754 0.1186 -0.2513
C 2.23364 -0.93714 3.48514 0.1289 0.0406 0.0872 -0.1560
C 2.94315 3.76582 0.82422 -0.0224 0.0284 -0.0066 -0.0240
C -0.25985 2.21394 -0.30225 -0.0468 0.2617 0.2018 -0.0770
C -1.45018 1.41184 1.71261 0.0505 0.1430 0.1305 -0.2846
C 2.54344 -5.05141 1.02890 -0.0683 0.0034 0.0385 -0.0420
C -1.21578 -2.79788 1.00787 0.2034 0.6802 -0.2751 -0.8183
C -3.41539 -2.15956 -2.80152 -0.0069 -0.0088 0.0080 -0.0330
C 2.20999 2.92141 -0.23027 -0.0577 0.0667 0.0063 -0.3681
C 4.35309 0.12202 2.94311 -0.0019 0.0781 0.0183 -0.1204
C -3.16420 -3.47902 -3.17500 0.0221 -0.0358 -0.0056 -0.0167
C 4.25114 -3.17587 -0.14143 0.0006 -0.1415 -0.0277 -0.1209
C 3.06222 -2.80359 0.46572 -0.2281 0.2029 -0.1530 -0.4797
C -1.87872 -4.00228 -3.12847 -0.0277 -0.0377 -0.0087 -0.0227
C -0.21154 1.43359 2.38610 -0.1358 0.0848 -0.1207 -0.0334
C 4.58637 -4.52547 -0.14130 -0.0034 -0.0027 -0.0082 -0.0291
C -0.81322 -3.21285 -2.71116 -0.0662 -0.0046 -0.0175 -0.0440
C 3.72822 -0.25107 5.24203 -0.0078 -0.0034 -0.0297 -0.0245
C -2.73008 1.09579 2.42359 -0.0012 -0.0551 -0.0162 0.0134
C 4.63435 0.22024 4.30207 0.0167 0.0245 0.0172 -0.0321
C 3.15416 -0.45707 2.55195 -0.2254 -0.0740 -0.0515 -0.5160
C 1.87198 3.75911 -1.46533 -0.0155 0.0324 0.0323 -0.0381
H -4.42046 -1.76144 -2.85037 0.0217 -0.0184 0.0017 0.1275
H 3.96185 -0.18034 6.29619 -0.0081 0.0103 -0.0147 0.1285
H 1.83065 -1.20725 5.57414 0.0249 0.0017 -0.0053 0.1229
H 5.07223 0.48245 2.21667 -0.0073 -0.0136 0.0103 0.1099
H 5.51209 -4.84250 -0.60229 -0.0005 -0.0068 0.0138 0.1289
H -2.98793 0.03950 2.32902 0.0022 -0.0153 -0.0150 0.1021
H 1.10608 4.50813 -1.24442 0.0498 -0.0182 -0.0016 0.1100
H -2.55572 -0.32227 -2.10397 0.0010 -0.0049 -0.0228 0.1054
H 0.20011 -3.59329 -2.68231 -0.0285 0.0087 -0.0037 0.1240
H -1.69641 -5.02569 -3.43027 -0.0175 0.0292 0.0057 0.1303
H 2.76168 4.29681 -1.78729 -0.0014 -0.0296 -0.0174 0.1054
H -2.64312 1.32212 3.48469 0.0005 0.0023 -0.0004 0.1102
H 4.00190 -6.50373 0.43229 -0.0001 0.0174 -0.0033 0.1281
H 2.88461 2.11753 -0.53689 0.0698 -0.0654 -0.0429 0.1051
H 2.27884 4.51022 1.27064 0.0307 -0.0294 -0.0288 0.1117
H -3.55247 1.67564 2.00640 0.0113 0.0066 0.0010 0.1115
H 3.38615 3.16552 1.62077 -0.0261 0.0107 -0.0183 0.0776
H 0.46477 -0.22403 -4.10550 0.0076 0.0640 -0.0281 0.1028
H 1.28006 -3.39090 1.52949 0.0196 -0.0002 0.0132 0.0619
H 1.89189 -5.78390 1.48855 0.0240 0.0117 -0.0139 0.1212
H -0.62589 0.88418 -3.21011 0.0330 -0.0337 -0.0128 0.0787
H 1.31546 -1.42301 3.17169 -0.0088 -0.0221 -0.0095 0.0811
H -0.17560 1.23440 3.44977 0.0561 -0.2228 -0.0086 0.1527
H 1.88441 1.85914 2.29158 0.0845 -0.2023 0.0037 0.1178
H -0.34027 2.60177 -1.30713 0.0492 -0.1259 -0.1063 0.1268
H -3.98236 -4.10189 -3.51306 0.0124 0.0155 0.0063 0.1305
H 1.54097 3.15928 -2.31584 -0.0103 0.0168 0.0279 0.0706
H 5.56961 0.66189 4.62034 -0.0100 -0.0220 0.0106 0.1285
H 3.75952 4.29910 0.34044 -0.0002 -0.0020 0.0170 0.1039
H -2.37024 1.80048 -0.20424 -0.0117 -0.2179 -0.0907 0.1498
H 1.16678 0.98672 -2.98264 -0.0135 0.0126 -0.0355 0.0624
H 4.91233 -2.45335 -0.60270 0.0103 -0.0064 -0.0254 0.1064


3.
73
Properties=species:S:1:pos:R:3:forces:R:3:lowdin_charge:R:1 method="wB97M-V/def2-TZVPD" e_lumo_ha=-0.0174 orbital_gap_ev=8.615 total_energy_ev=-122639.973 total_charge=0 multiplicity=1
Br 0.59104 1.12920 -4.27508 -0.1316 -0.3172 -0.0244 0.7451
P 3.50462 2.53140 -3.80310 0.2054 -0.0045 -0.1932 0.5741
O 4.34721 2.46736 -5.03629 -0.1507 -0.0048 0.3124 -0.4769
N -2.13653 2.21366 4.99519 0.0174 0.0360 -0.0071 0.0510
N -2.38970 3.49822 -4.57056 0.0072 0.0018 0.0016 0.0563
N -2.00860 1.63131 -1.12531 0.0363 -0.0668 -0.0072 0.0414
N -4.33359 -1.94425 -5.16589 -0.0015 0.0175 0.0009 0.0506
N 1.52222 -0.02296 2.97465 -0.0532 -0.0023 0.0345 0.0486
N 6.58372 -3.30759 2.49289 -0.0098 0.0129 -0.0028 0.0512
C -1.29548 1.47800 5.71957 -0.0020 0.0207 0.0091 -0.1486
C -3.77848 -3.56811 -3.49606 0.0000 0.0048 -0.0009 -0.0706
C -5.11854 -4.19725 -5.36306 -0.0013 0.0067 -0.0038 -0.0739
C 3.66873 0.09283 4.02993 0.0172 0.0165 0.0023 -0.0688
C -2.66655 4.02289 -5.76284 -0.0077 -0.0461 0.0004 -0.1648
C 3.32874 -1.39219 2.20235 -0.0059 0.0044 0.0034 -0.0657
C 2.01840 -0.94110 2.14779 0.0512 0.0166 0.0307 -0.1526
C -3.66492 2.00834 -6.55118 0.0287 0.0363 0.0202 -0.0778
C 7.17825 -5.16205 3.88824 0.0049 0.0057 -0.0015 -0.0719
C -1.20773 1.18301 1.08783 0.0019 0.0243 0.0229 -0.0660
C -1.67337 2.77872 7.68125 -0.0025 -0.0001 -0.0097 -0.0805
C 4.17505 -0.86476 3.16501 -0.0287 -0.0006 0.0082 -0.0721
C -2.49499 3.14429 0.66367 0.0338 0.0153 -0.0291 -0.0678
C -5.01304 -2.88901 -5.81221 0.0297 -0.0333 0.0518 -0.1493
C -2.57065 2.74687 -0.66400 0.0422 -0.0227 0.0147 -0.1511
C -2.74691 2.22889 -4.36066 -0.0658 0.0649 -0.0442 -0.1941
C -1.03147 1.71911 7.06026 -0.0051 -0.0022 -0.0063 -0.0724
C -1.79704 2.34770 1.55725 -0.0069 -0.0323 -0.0119 -0.0698
C 5.98086 -4.16540 1.67188 0.0380 -0.0357 0.0272 -0.1588
C 6.54212 -6.04226 3.02808 -0.0016 0.0114 -0.0036 -0.0777
C -3.38749 1.44926 -5.31419 -0.0085 -0.0081 -0.0571 -0.0663
C -3.29672 3.32459 -6.78292 0.0037 -0.0008 -0.0008 -0.0808
C 2.34344 0.47965 3.89442 0.0240 -0.0378 -0.0389 -0.1554
C -2.74623 3.22946 5.60181 0.0347 -0.0415 0.0709 -0.1497
C 7.17154 -3.81019 3.57693 -0.0316 -0.0384 -0.0199 -0.1520
C -1.34136 0.87263 -0.25630 -0.0150 0.0424 0.0531 -0.1560
C -4.48685 -4.54318 -4.17918 0.0009 0.0098 -0.0034 -0.0806
C -3.73200 -2.28808 -4.02923 -0.0227 -0.0314 -0.0102 -0.1487
C 5.93120 -5.53382 1.89316 0.0025 0.0049 0.0020 -0.0698
C -2.55028 3.55160 6.93712 -0.0019 -0.0014 -0.0044 -0.0732
B 1.63130 2.67459 -4.26012 0.0570 0.3232 0.1871 -0.7848
H -3.66214 0.42361 -5.10659 -0.0097 -0.0057 0.0136 0.0654
H -2.36918 5.05532 -5.91420 0.0088 0.0048 0.0166 0.0988
H 5.42573 -6.17971 1.18822 0.0023 -0.0004 0.0043 0.1021
H -2.96876 4.06440 0.97969 -0.0055 -0.0088 0.0035 0.0988
H 1.92242 1.23199 4.55307 -0.0173 0.0007 0.0022 0.0975
H -5.49742 -2.58734 -6.73414 0.0066 0.0179 -0.0026 0.1037
H 5.20116 -1.20310 3.22863 0.0022 0.0026 -0.0146 0.0856
H 7.66305 -3.09805 4.23060 -0.0091 0.0167 -0.0048 0.1041
H 3.61562 1.44732 -2.90004 -0.0001 -0.0281 -0.1044 -0.0112
H -1.49364 2.99827 8.72586 -0.0006 -0.0002 -0.0024 0.1048
H -3.07484 4.38911 7.37667 0.0044 -0.0035 0.0024 0.1008
H 3.79680 3.58794 -2.90623 -0.0398 0.0232 -0.0730 -0.0123
H -2.50604 1.82071 -3.38477 0.0004 0.0071 0.0006 0.0540
H -4.54679 -5.55366 -3.79576 0.0000 0.0021 -0.0008 0.1046
H 4.28716 0.53984 4.79685 -0.0005 -0.0034 -0.0034 0.1007
H -4.15765 1.42515 -7.31911 -0.0022 0.0050 0.0017 0.1037
H -0.88709 -0.02771 -0.65850 -0.0115 -0.0028 -0.0174 0.0969
H -1.71629 2.60153 2.60609 -0.0549 0.0279 -0.0085 0.0742
H 7.67258 -5.50972 4.78512 -0.0021 -0.0025 -0.0043 0.1015
H -0.64676 0.54775 1.76115 0.0275 -0.0126 -0.0453 0.0720
H 1.33555 -1.33522 1.40207 -0.0177 0.0053 0.0069 0.1006
H -3.48985 3.80698 -7.73197 -0.0010 -0.0034 0.0026 0.0966
H 3.67691 -2.14140 1.50471 0.0022 0.0008 0.0022 0.0869
H -5.68432 -4.92250 -5.93198 0.0023 -0.0005 0.0051 0.1004
H 5.51960 -3.74109 0.78672 0.0014 0.0216 0.0028 0.0998
H -3.09598 3.35344 -1.39449 -0.0041 -0.0091 -0.0147 0.1004
H -3.27108 -3.78712 -2.56638 -0.0026 -0.0028 -0.0035 0.1011
H -3.42610 3.81518 4.99259 0.0010 -0.0085 -0.0165 0.1048
H -0.80791 0.65890 5.20126 -0.0013 -0.0001 -0.0257 0.0992
H 1.13702 3.70705 -4.55697 0.0432 -0.0114 -0.0849 -0.0144
H -3.18779 -1.50208 -3.51506 -0.0029 0.0147 -0.0120 0.1020
H -0.33856 1.08690 7.59902 -0.0031 0.0026 0.0022 0.1008
H 6.52466 -7.10412 3.23682 0.0007 0.0025 -0.0007 0.1059